No. 1
C4H12O | the ωB97M-V functional and the def2-TZVPD basis

Results
Charge = 0
SMILES = CCO.CC
HOMO energy = -10.18 eV
Strongest force on any atom = 2.9 eV/Å
Calculated total energy = -6388.579 eV
ΔE to the lowest compared entry with this formula, charge and spin = 35.6 kcal/mol

Last column: Löwdin charge in e.
Geometry (Å):
C 0.62 -1.24 -0.29  -0.09
C -0.21 -2.53 -0.39  -0.24
O -1.58 -2.03 -0.62  -0.13
H -0.06 -0.40 -0.38  0.04
H 1.46 -1.20 -1.00  0.07
H 1.27 -1.18 0.59  0.07
H 0.26 -2.97 -1.25  0.09
H -0.49 -3.09 0.50  0.11
H -2.25 -2.60 -0.22  0.07
C 0.82 1.98 0.65  -0.18
C -0.57 2.30 0.11  -0.17
H 1.11 2.88 1.22  0.06
H 0.84 1.16 1.37  0.05
H 1.62 1.95 -0.09  0.07
H -1.29 2.38 0.93  0.07
H -0.50 3.08 -0.62  0.06
H -1.05 1.52 -0.50  0.05

No. 2
C3H8O4P | the ωB97M-V functional and the def2-TZVPD basis

Results
Charge = -1
SMILES = CO[P@@](=O)([O-])[C@H](C)O
HOMO energy = -5.00 eV
Strongest force on any atom = 6.0 eV/Å
Calculated total energy = -20722.296 eV
ΔE to the lowest compared entry with this formula, charge and spin = 29.3 kcal/mol

Last column: Löwdin charge in e.
Geometry (Å):
C -1.76 1.58 0.78  -0.19
O -1.31 0.51 -0.02  -0.27
P -0.14 -0.29 0.85  0.28
O 0.41 0.47 2.04  -0.36
O -0.52 -1.68 1.15  -0.33
C 1.21 -0.38 -0.43  -0.46
C 0.61 -0.88 -1.76  -0.10
O 2.27 -1.13 0.17  -0.04
H -2.37 1.15 1.61  0.09
H -2.48 2.19 0.27  0.06
H -0.96 2.10 1.27  0.06
H 1.52 0.64 -0.72  0.11
H 0.16 -1.90 -1.53  0.10
H 0.04 -0.18 -2.23  0.02
H 1.43 -1.17 -2.44  0.06
H 1.89 -1.04 0.99  -0.02